Record 1
ORCA calculation (ωB97M-V/def2-TZVPD) on C14H49NO10 as an isolated structure at a distorted geometry.

Gap between HOMO and LUMO (eV): 6.93
HOMO level (eV): -7.65

```
74
Properties=species:S:1:pos:R:3:forces:R:3:mulliken_charge:R:1
C 0.19280 -0.78214 -3.89740 -1.31 -0.52 -1.30 -1.44
C -0.61078 0.32076 -3.21747 2.68 -1.35 0.95 0.93
O 0.35723 0.99800 -2.40819 0.13 -0.24 -7.67 -0.54
H -0.31983 -1.11730 -4.79905 -0.28 -0.51 0.02 0.49
H 0.25642 -1.58817 -3.16640 0.22 -0.03 -0.85 -0.04
H 1.20687 -0.54522 -4.21931 -0.81 0.43 0.11 0.40
H -1.32060 -0.13009 -2.52393 -0.28 -0.16 -0.59 -0.47
H -1.14470 0.92835 -3.94812 0.22 0.54 0.18 0.63
H 0.66229 0.46133 -1.67298 -0.23 0.04 -0.06 0.28
C -2.76955 -1.74746 -1.17203 -0.90 -1.02 -0.22 -1.41
C -2.60850 -0.36280 -0.61714 -0.55 -0.89 -1.94 0.92
O -3.45438 0.60447 -1.27946 -1.69 -1.62 1.92 -0.71
H -2.52992 -1.84440 -2.23094 0.04 0.23 -0.11 0.25
H -3.77939 -2.13486 -1.03689 -0.13 0.07 -0.03 0.46
H -2.09566 -2.42101 -0.64262 -0.58 -0.27 -0.72 0.45
H -1.53943 -0.15623 -0.66753 -0.50 0.56 -0.39 -1.32
H -2.73777 -0.37447 0.46511 -1.92 -0.81 -1.76 1.54
H -3.38719 0.62237 -2.23694 0.16 -0.64 -0.04 0.48
C 2.57145 -0.23033 -2.58756 2.47 -2.13 1.03 0.60
C 3.95770 -0.45940 -1.99456 0.41 1.66 -1.19 -0.67
O 4.41462 0.82452 -1.65122 2.34 0.50 -1.27 -0.74
H 2.67632 0.56288 -3.32778 -0.31 0.02 0.37 0.45
H 1.90106 -0.07035 -1.74313 1.60 -0.28 -1.35 -0.59
H 2.38686 -1.17639 -3.09649 -0.39 -0.01 0.09 0.23
H 4.63297 -0.75677 -2.79685 0.12 -0.51 -0.01 0.43
H 4.07661 -1.16121 -1.16907 -0.42 -0.22 0.18 0.16
H 4.16951 1.00018 -0.73980 0.99 -0.74 -0.52 0.63
C -1.86775 2.87776 -0.11040 0.59 0.40 -1.51 -1.81
C -1.31057 2.02865 -1.25087 0.42 0.31 1.43 1.27
O -0.56155 2.82085 -2.12052 -2.60 4.30 0.10 -0.85
H -2.34447 2.27704 0.66417 -0.23 0.74 -0.42 0.38
H -2.49420 3.62196 -0.60219 -0.55 0.01 0.52 0.41
H -0.99489 3.43147 0.23546 -0.05 0.00 0.62 0.40
H -2.10241 1.42601 -1.69576 1.32 1.96 -0.30 0.13
H -0.59981 1.29134 -0.87762 -1.06 1.09 0.85 -0.67
H -0.32914 2.21229 -2.82567 0.49 1.32 0.37 0.45
C 2.34532 -0.07758 2.97808 -0.03 1.11 -0.09 -1.41
C 2.19047 -1.13159 1.95734 1.03 0.38 -0.14 0.89
O 1.56426 -2.18661 2.61495 -0.01 -1.25 -0.20 -0.57
H 3.00010 -0.36055 3.80228 -0.02 0.24 -0.16 0.37
H 1.33841 0.19099 3.29759 0.82 -0.16 0.45 0.05
H 2.61844 0.78899 2.37594 1.32 -0.13 1.40 0.72
H 3.16502 -1.35829 1.52496 0.19 -0.55 0.09 0.46
H 1.61596 -0.70677 1.13419 0.58 -1.11 0.61 0.55
H 1.54838 -2.91012 1.98416 -0.08 -0.44 0.33 0.43
O 3.13265 0.95464 0.17507 0.01 0.23 1.54 -0.86
H 2.39878 0.84022 0.77888 -0.48 0.39 -0.06 -0.83
H 2.98241 1.81080 -0.22573 -0.66 0.41 -0.07 0.36
O 0.16370 -2.25472 -1.07943 -0.06 -5.55 -4.31 -0.40
H 0.51843 -3.00334 -0.59990 0.34 -0.92 -0.69 0.28
H 0.17563 -2.52948 -1.99625 0.13 -0.06 -0.88 0.31
O 0.49496 -0.14135 -0.66258 2.05 -0.56 2.06 1.14
H 0.51009 -1.09236 -0.77022 0.56 0.68 -0.54 -0.29
H 0.76576 0.00187 0.24427 0.48 0.84 -1.68 -1.13
O 0.99627 1.29261 1.23631 2.49 6.11 0.66 -0.76
H 1.25935 1.72541 2.04853 0.05 0.72 -0.17 0.66
H 0.28253 0.70973 1.49528 1.39 1.16 0.91 0.34
C -2.93389 0.83898 3.87525 -1.02 -0.31 -0.13 -1.72
C -1.82639 -0.03573 3.23778 -0.19 1.38 -0.29 -0.44
C -1.44615 0.46582 1.81727 -2.55 -0.07 2.19 -1.97
O -0.33388 -0.22671 1.21773 -7.92 -6.89 3.82 0.38
C -0.57824 -1.68801 1.01613 -1.27 0.18 2.32 -2.13
N -0.70151 0.18366 4.11669 0.25 -1.36 0.50 -0.64
H -2.64389 1.88806 3.93395 0.29 0.03 -0.15 0.40
H -3.19103 0.54686 4.89342 0.74 -0.30 0.16 0.39
H -3.93930 0.83591 3.45426 0.17 -0.14 -0.88 0.39
H -2.07549 -1.09349 3.15297 -0.14 -0.03 0.58 0.36
H -1.29554 1.53044 1.99617 1.11 -0.20 -0.51 0.81
H -2.30785 0.44555 1.15007 1.12 0.90 1.55 0.19
H 0.15278 -2.17352 0.36961 -0.71 1.96 3.70 0.26
H -1.53664 -1.81103 0.51172 0.87 0.30 0.87 1.04
H -0.61282 -2.27663 1.93288 -0.09 0.71 0.38 0.50
H -0.42639 1.15493 4.14906 0.03 0.07 -0.06 0.34
H 0.06907 -0.39921 3.82245 -0.16 0.01 0.42 0.38
```
Positions in Å, forces in eV/Å.

Record 2
ORCA calculation (ωB97M-V/def2-TZVPD) on a 2-piece molecular cluster, C5H5ClN2O2 overall at a distorted geometry.

Gap between HOMO and LUMO (spin up / spin down) (eV): 8.21 / 6.33
HOMO level (spin up / spin down) (eV): -9.63 / -8.08

```
15
Properties=species:S:1:pos:R:3:forces:R:3:nbo_charge:R:1
C -1.38813 0.03167 1.21721 3.94 1.03 -2.57 -0.19
C -0.12400 0.63157 1.23382 -1.24 -0.21 -1.31 -0.22
C -1.92589 -0.39600 -0.02717 -0.04 0.48 -0.80 0.04
C -0.07108 0.41848 -1.33253 -1.21 0.59 -0.41 -0.35
C 0.58132 0.81007 0.00288 -1.59 -1.51 -0.57 -0.01
N -1.43606 -0.14840 -1.19682 0.64 -0.18 0.17 -0.34
N 1.92533 -1.17278 0.07136 0.62 0.18 0.06 0.48
O 2.59306 -1.46663 1.05462 -1.08 0.22 -2.05 -0.33
O 2.06072 -1.42801 -1.11148 0.50 -0.38 1.85 -0.34
Cl 1.90945 1.81592 -0.13695 0.91 0.76 0.20 0.09
H -1.90440 -0.14713 2.06100 -1.63 -0.45 2.87 0.21
H 0.26053 1.02738 2.14565 0.48 0.15 0.42 0.23
H -2.88822 -0.89251 0.06722 -0.11 -0.02 -0.58 0.19
H -0.08251 1.28212 -2.13239 -0.13 -1.23 1.80 0.25
H 0.48987 -0.36576 -1.91642 -0.06 0.57 0.92 0.29
```
Positions in Å, forces in eV/Å.

Record 3
ORCA calculation (ωB97M-V/def2-TZVPD) on an isolated ion of composition C4H10N3O and charge +1 at a distorted geometry.

Gap between HOMO and LUMO (eV): 10.76
Net charge: +1
HOMO level (eV): -14.36
SMILES: CC(=O)N1CNC[NH2+]1

```
18
Properties=species:S:1:pos:R:3:forces:R:3:nbo_charge:R:1
C -0.67149 -0.26475 1.60724 -1.37 -1.56 -2.11 0.71
C -0.82600 -1.04184 -0.98118 -1.40 1.62 -0.04 -0.08
C 0.93528 0.00484 -1.87818 -1.60 -0.49 0.08 -0.03
C -0.30309 0.97526 2.32497 0.03 -0.91 1.19 -0.73
N 0.44637 -1.31046 -1.69886 -1.85 0.94 -0.33 -0.60
N -0.36365 -0.17501 0.13984 -1.23 -0.05 0.75 -0.37
N 0.58953 0.70378 -0.42624 1.92 -1.02 0.55 -0.40
O -1.25939 -1.25366 1.97668 0.99 1.51 -0.42 -0.50
H -1.55997 -0.26662 -1.57911 1.87 -2.38 0.71 0.21
H -1.47177 -1.85899 -0.56985 1.12 0.43 -0.57 0.29
H 1.95758 0.17191 -2.11676 0.91 -0.19 0.11 0.24
H 0.29395 0.57213 -2.59568 0.43 -0.44 0.70 0.22
H -1.11104 1.19884 3.09820 1.23 0.01 -1.18 0.30
H -0.10493 1.71320 1.55040 -0.18 0.57 0.88 0.21
H 0.63026 0.65997 2.84541 -0.42 0.79 0.02 0.27
H 1.00987 -2.06251 -1.31181 0.10 0.49 0.02 0.42
H 1.41239 0.52665 0.18441 -0.18 1.11 -0.74 0.43
H 0.39609 1.70727 -0.56948 -0.38 -0.42 0.38 0.43
```
Positions in Å, forces in eV/Å.

Record 4
ORCA calculation (ωB97M-V/def2-TZVPD) on an isolated molecule of C13H14N2O4S2 at a distorted geometry.

Gap between HOMO and LUMO (eV): 8.83
HOMO level (eV): -8.57
SMILES: CCOC(=O)Cc1csc(NS(=O)(=O)c2ccccc2)n1

```
35
Properties=species:S:1:pos:R:3:forces:R:3:nbo_charge:R:1
C 1.49443 1.24551 -5.58812 0.09 0.03 0.46 -0.62
C 1.42726 1.92444 -4.23343 -0.23 0.38 -0.25 -0.07
H 0.39484 1.99646 -3.87375 0.16 0.03 -0.01 0.19
H 1.84635 2.93627 -4.26866 -0.11 -0.15 0.03 0.19
O 2.18257 1.14562 -3.30103 0.09 -0.38 -0.38 -0.51
C 2.35058 1.65972 -2.08758 0.24 0.09 0.25 0.81
O 1.92872 2.73134 -1.74222 -0.03 0.05 0.02 -0.60
C 3.12942 0.70710 -1.19309 -0.28 0.11 -0.06 -0.52
C 2.20285 0.21633 -0.12666 0.16 0.34 0.70 0.14
C 2.07869 0.72921 1.12319 -0.14 -0.25 -0.12 -0.44
S 0.85406 -0.11264 2.01275 0.49 0.25 -0.67 0.37
C 0.60034 -1.09876 0.59006 0.55 1.03 0.94 0.24
N 1.35505 -0.81463 -0.41151 -0.37 -0.64 -0.57 -0.49
N -0.37438 -2.05023 0.58821 -0.70 -0.88 0.58 -0.87
H -0.41125 -2.62576 -0.23968 -0.11 -0.24 0.01 0.44
S -0.91189 -2.78586 2.02528 0.13 -0.06 -0.74 2.30
O -1.63693 -3.93264 1.57777 -0.23 0.15 -0.16 -0.92
O 0.19084 -2.95609 2.91803 -0.18 0.35 0.13 -0.91
C -2.02943 -1.54560 2.64861 0.41 -0.40 -0.06 -0.27
C -3.15564 -1.24888 1.90689 -0.20 0.04 -0.08 -0.20
C -4.02503 -0.27550 2.37016 0.05 -0.11 -0.10 -0.21
C -3.75555 0.37982 3.56255 0.04 0.01 0.06 -0.18
C -2.62410 0.06567 4.29882 -0.02 -0.03 -0.01 -0.21
C -1.75027 -0.90685 3.83970 0.07 -0.06 0.13 -0.21
H -0.85857 -1.17890 4.38126 0.09 0.02 0.12 0.25
H -2.42123 0.57677 5.22716 0.03 0.04 0.08 0.22
H -4.43428 1.13938 3.92052 -0.05 0.07 0.03 0.22
H -4.90985 -0.02820 1.80388 -0.06 0.00 -0.05 0.22
H -3.33708 -1.78539 0.98944 -0.11 0.00 -0.15 0.24
H 2.62154 1.53522 1.57051 0.17 0.19 0.08 0.24
H 3.48620 -0.12971 -1.79067 0.09 0.03 0.09 0.25
H 3.95900 1.24950 -0.74086 -0.01 0.01 -0.10 0.24
H 0.91647 1.81395 -6.31089 -0.06 0.05 -0.08 0.22
H 1.09099 0.23904 -5.52053 -0.05 -0.10 -0.06 0.21
H 2.52528 1.18430 -5.92613 0.08 -0.01 -0.09 0.21
```
Positions in Å, forces in eV/Å.

Record 5
ORCA calculation (ωB97M-V/def2-TZVPD) on a 6-piece molecular cluster, C15H30Cl6O9 overall at a distorted geometry.

Gap between HOMO and LUMO (spin up / spin down) (eV): 8.93 / 1.72
Multiplicity: 2
⟨S²⟩: 0.757
Net charge: +1
HOMO level (spin up / spin down) (eV): -12.15 / -12.15

```
60
Properties=species:S:1:pos:R:3:forces:R:3:nbo_charge:R:1
C -2.78931 -4.20359 -2.00033 1.82 -1.12 -0.04 -0.62
C -1.88993 -5.31105 -1.31875 -1.95 0.98 -0.48 -0.08
O -1.90014 -4.82539 0.05821 2.42 -0.91 0.79 -0.50
C -0.69907 -4.83091 0.70708 0.48 0.41 -0.16 1.00
O 0.35904 -5.36022 0.31041 -2.93 1.82 1.65 -0.63
O -0.91965 -4.01299 1.84190 1.08 -0.95 -2.55 -0.52
C 0.13127 -3.83549 2.79193 0.46 -0.94 1.13 -0.28
H -2.32201 -3.25266 -1.74450 -0.17 0.17 -0.22 0.20
H -3.81917 -4.20039 -1.64330 0.17 -0.26 -0.05 0.23
H -2.71350 -4.36971 -3.07493 -0.40 0.23 -0.07 0.22
H -0.89544 -5.48651 -1.72901 0.11 0.73 0.24 0.20
H -2.36362 -6.28687 -1.42601 -0.22 0.01 0.65 0.21
H 1.07246 -3.31413 2.61749 -0.32 0.46 -1.46 0.18
H 0.50765 -4.82053 3.06787 -0.40 -0.05 0.56 0.21
H -0.32026 -3.27165 3.60821 -0.17 -0.53 0.12 0.21
C 0.09365 0.71479 1.85304 -0.39 0.35 0.63 -0.66
C 0.90705 0.75972 0.62095 1.20 2.04 0.87 -0.11
O 0.46157 -0.14616 -0.34780 0.96 -2.62 -0.42 -0.38
C 0.85582 -1.40587 -0.35529 -0.96 0.47 -2.88 0.99
O 1.50010 -2.06340 0.47345 -0.37 0.87 -0.25 -0.24
O 0.47359 -1.93656 -1.55072 0.56 0.83 2.19 -0.40
C 1.04944 -3.15595 -2.00159 0.10 -2.09 -0.20 -0.32
H -0.96750 0.70855 1.60402 -0.05 0.35 0.18 0.24
H 0.38737 1.58703 2.43702 -0.44 0.14 0.09 0.25
H 0.27153 -0.12833 2.52058 0.28 -0.35 -0.25 0.22
H 1.97670 0.81652 0.82275 0.43 -1.51 0.01 0.22
H 0.93159 1.72346 0.11233 -1.25 0.15 -0.19 0.24
H 0.34405 -3.66019 -2.66210 -0.07 0.75 -0.46 0.24
H 1.11493 -3.91833 -1.22532 0.31 0.37 0.43 0.24
H 2.01571 -3.01177 -2.48494 -0.16 0.31 -0.01 0.22
C 0.80791 4.88657 -0.19634 0.99 0.67 -0.09 -0.61
C 0.30922 5.62015 1.04805 0.21 -1.77 -0.17 -0.06
O -0.00069 6.95878 0.81640 0.20 -0.22 -1.95 -0.48
C -0.60108 7.63052 1.74952 -0.24 0.26 5.05 0.98
O -0.70745 7.30590 2.94977 0.10 0.12 -2.69 -0.67
O -0.97012 8.78439 1.28587 -0.32 0.99 -2.61 -0.49
C -1.43807 9.82819 2.10291 -0.27 -0.33 2.04 -0.26
H 0.10340 4.94614 -1.02593 -0.14 -0.29 0.20 0.22
H 1.02554 3.87022 0.13195 -0.50 -0.24 -0.14 0.18
H 1.77481 5.19509 -0.59388 0.02 0.55 0.12 0.22
H 1.01383 5.53570 1.87539 -0.06 -0.02 0.04 0.19
H -0.57820 5.01974 1.24828 -0.36 0.52 0.80 0.18
H -0.63759 10.05406 2.80741 -0.10 0.36 0.03 0.19
H -2.28362 9.47526 2.69333 -0.02 -0.07 0.07 0.20
H -1.78152 10.72493 1.58717 0.51 -0.48 -0.69 0.21
C 0.19678 -1.30964 -5.01372 -0.96 0.08 1.01 -0.43
Cl -0.54318 -2.81425 -5.55334 -0.14 -0.17 -0.05 -0.01
Cl 1.86204 -1.20537 -5.42277 0.97 0.25 -0.50 0.02
H -0.40922 -0.47415 -5.36418 0.35 -0.10 -0.30 0.24
H 0.16954 -1.29719 -3.92413 -0.26 -0.05 -0.06 0.21
C 4.68695 -2.32345 -0.01587 0.44 0.35 -0.30 -0.41
Cl 5.10221 -0.60744 -0.27308 -0.68 -0.07 0.27 0.04
Cl 5.99117 -3.25702 -0.70457 0.11 -0.56 0.11 0.06
H 4.56058 -2.51789 1.04918 0.09 0.03 -0.16 0.24
H 3.78851 -2.57448 -0.57969 -0.10 0.17 0.13 0.22
C -2.78878 -1.53461 1.07725 -0.16 0.51 0.62 -0.38
Cl -2.91358 -0.60727 -0.47506 0.26 -0.94 0.73 -0.04
Cl -3.68307 -0.63062 2.34209 0.30 -0.38 -0.29 -0.02
H -3.15061 -2.56277 1.06931 -0.41 0.33 -0.68 0.25
H -1.75969 -1.62088 1.42601 0.01 0.42 -0.38 0.20
```
Positions in Å, forces in eV/Å.

Record 6
ORCA calculation (ωB97M-V/def2-TZVPD) on C3H2AgO3 as an isolated structure at a distorted geometry.

Gap between HOMO and LUMO (spin up / spin down) (eV): 7.26 / 4.95
Multiplicity: 3
⟨S²⟩: 2.042
Net charge: +3
HOMO level (spin up / spin down) (eV): -26.31 / -25.70

```
9
Properties=species:S:1:pos:R:3:forces:R:3:nbo_charge:R:1
C 1.86881 -0.38929 0.20458 2.15 -2.07 -3.61 -0.11
C 0.92409 -0.12073 1.02714 -6.16 5.91 0.81 0.92
O -0.03623 0.67338 1.11984 4.60 -2.69 4.34 -0.27
C -1.00825 0.77386 0.07819 -0.06 -0.87 -5.52 0.95
O -1.80262 -0.12506 0.01875 0.18 1.26 1.65 -0.43
O -0.51520 1.34178 -0.95104 -1.18 0.34 1.78 -0.07
H 2.48192 -1.29675 0.24495 0.92 0.17 -0.35 0.39
Ag -3.37103 -1.05644 -0.88970 -2.04 -1.05 -1.05 1.16
H 1.45850 0.19926 -0.85271 1.59 -1.00 1.96 0.45
```
Positions in Å, forces in eV/Å.

The energy results, record by record, are as follows: -37258.08162; -24857.90388; -10818.90006; -46548.74296; -109591.52329; -13236.64120 eV.
The molecular weight results, record by record, are as follows: 391.54; 160.56; 116.14; 326.40; 567.11; 193.91 g mol⁻¹.